{"formula": "C5H12NO", "method": "ωB97M-V/def2-TZVPD", "species": ["O", "N", "C", "C", "C", "C", "C", "H", "H", "H", "H", "H", "H", "H", "H", "H", "H", "H", "H"], "positions_angstrom": [[0.657, 1.620, 2.709], [-0.184, 0.043, -0.081], [-0.684, -1.658, -1.665], [0.796, 1.154, 0.286], [-1.256, 0.073, 0.906], [1.398, 0.961, 1.755], [-0.015, -0.309, -1.564], [2.538, 1.199, 1.747], [-0.964, -1.998, -2.718], [-1.658, -1.675, -1.079], [-0.410, 0.448, -2.239], [1.419, -0.128, 1.856], [1.598, 0.921, -0.439], [-1.047, 0.874, 1.549], [-2.166, 0.255, 0.263], [-1.301, -0.892, 1.441], [0.219, 2.083, 0.333], [0.000, -2.450, -1.321], [1.059, -0.521, -1.737]], "nbo_charge": [-0.973, -0.499, -0.606, -0.267, -0.422, -0.033, -0.205, 0.062, 0.177, 0.207, 0.157, 0.089, 0.162, 0.266, 0.143, 0.175, 0.175, 0.204, 0.189], "total_energy_ha": -327.6083, "e_above_lowest_ev": 2.388, "charge": -1, "smiles": "CCN(C)CC[O-]", "lumo_energy_ev": 3.705}